*A*
Molecular formula: C5H12N4
Method: DFT, ωB97M-V/def2-TZVPD

Element x y z (Å)
C (1.1685, 1.6162, 1.9217)
C (0.2705, 0.5633, 1.4955)
C (-0.3090, 0.5803, -0.0418)
C (-0.1303, -1.4028, -1.2031)
C (-1.1983, -0.6248, -0.5487)
H (0.7592, 2.5660, 1.7922)
H (2.2502, 1.6554, 1.5411)
H (1.4006, 1.6506, 2.9803)
H (-0.6539, 0.6470, 2.2020)
H (2.0224, -0.6803, 1.8791)
H (0.2629, -1.5216, 1.5483)
H (-0.9802, 1.5494, -0.0444)
H (1.4208, 1.1277, -1.1284)
H (-0.1263, -2.4614, -1.3972)
H (-1.5866, -1.2877, 0.2772)
H (-2.6836, 0.9800, -1.4363)
H (-1.5409, -0.3481, -2.5353)
N (0.8741, -0.7161, 2.0787)
N (0.6033, 0.4343, -1.1404)
N (0.8835, -0.6582, -1.6774)
N (-2.2686, -0.2415, -1.4638)

Properties
2S+1	1
Kohn-Sham gap	8.8	eV


*B*
Molecular formula: C5H12N4
Method: DFT, ωB97M-V/def2-TZVPD

Element x y z (Å)
C (2.8375, -0.8430, -0.1196)
C (0.8583, 0.4405, 0.0154)
C (-1.7105, -1.9128, 0.0587)
C (-1.8748, 0.5735, 0.2357)
C (-1.1301, 1.8286, -0.2974)
H (2.3989, -1.5842, 0.5496)
H (2.7091, -1.1897, -1.1399)
H (3.9168, -0.7944, 0.0993)
H (2.6700, 1.0947, 0.7795)
H (-1.5279, -2.1442, 1.0925)
H (-1.2326, -2.6840, -0.5658)
H (-2.8329, -1.9229, -0.1026)
H (-1.9456, 0.5346, 1.3354)
H (-2.9299, 0.6002, -0.0997)
H (-1.4801, 2.8266, 0.1004)
H (-1.2114, 1.8933, -1.4011)
H (0.8600, 2.4434, -0.2610)
N (2.2458, 0.4442, 0.0628)
N (0.2651, -0.7036, -0.1145)
N (-1.1587, -0.6232, -0.3661)
N (0.2729, 1.7226, 0.1385)

Properties
2S+1	1
Kohn-Sham gap	8.4	eV
SMILES	CNC1=NN(C)CCN1


Which structure is the least stable? The one labeled *A*.


*A*
Molecular formula: C5H12N4
Method: DFT, ωB97M-V/def2-TZVPD

Element x y z (Å)
C (1.6693, 0.8922, -2.4252)
C (0.2396, -0.3282, -0.6429)
C (-1.1095, -1.0220, -0.3758)
C (-1.9225, -0.4098, 0.6084)
C (0.9895, -0.8628, 1.6739)
H (2.7704, 1.1058, -1.5997)
H (1.1736, 2.0285, -3.0846)
H (2.1563, 0.1297, -3.3929)
H (-1.5473, -1.6704, -1.2608)
H (-1.2361, 0.1887, 1.2892)
H (-4.0291, -1.1951, 0.4895)
H (-3.5105, -0.5269, 1.9746)
H (1.8532, -1.2665, 1.9610)
H (0.1038, -1.6669, 1.4310)
H (0.8340, -0.0856, 2.6937)
H (0.2427, 1.8009, 0.4224)
H (1.7812, 2.0473, -0.1678)
N (0.5187, 0.2577, -1.7200)
N (-3.2000, -0.7585, 1.0495)
N (1.0265, -0.1495, 0.4749)
N (1.1963, 1.4915, 0.6015)

Properties
2S+1	1
Kohn-Sham gap	8.9	eV


*B*
Molecular formula: C5H12N4
Method: DFT, ωB97M-V/def2-TZVPD

Element x y z (Å)
C (0.7520, 0.1543, 0.7465)
C (-1.6065, -1.0250, -2.0446)
C (0.3949, -0.2528, -0.6790)
N (0.8707, -0.9018, 1.7085)
N (1.9417, 0.9773, 0.8050)
N (0.9753, 0.4480, -1.6978)
C (-0.6075, 0.9439, 1.0010)
C (-0.8623, -0.8165, -0.7608)
N (-1.2733, 0.7616, 2.1185)
H (-0.0714, -1.2248, 1.9544)
H (1.1796, -0.5118, 2.5967)
H (2.7204, 0.3228, 0.8668)
H (1.9298, 1.4596, 1.7002)
H (1.8221, 0.9270, -1.3813)
H (0.8910, 0.0194, -2.6124)
H (-1.7661, 1.6258, 2.3596)
H (-0.7085, 1.8702, 0.4108)
H (-1.1484, -1.5120, 0.0235)
H (-1.4167, -0.2303, -2.7719)
H (-1.3371, -1.9786, -2.5087)
H (-2.6798, -1.0564, -1.8351)

Properties
2S+1	1
Kohn-Sham gap	8.6	eV
SMILES	[H]/N=C/C(N)(N)/C(N)=C/C


*C*
Molecular formula: C5H12N4
Method: DFT, ωB97M-V/def2-TZVPD

Element x y z (Å)
C (2.7070, 0.3359, -0.1959)
C (-1.5759, -1.8109, 1.0929)
N (1.3476, -0.0675, 0.0976)
C (-0.8018, 0.1583, -0.7615)
C (-0.8831, -1.1403, -0.0239)
N (-0.0107, 1.8340, 0.7377)
N (-1.9650, 0.9022, -1.1241)
C (-0.5532, -1.1892, -1.3199)
N (0.3533, 0.9708, -0.2956)
H (1.2740, -0.3682, 1.0740)
H (0.7225, 2.5111, 0.9179)
H (-0.3763, 1.3448, 1.5602)
H (-2.0366, 0.9748, -2.1368)
H (-2.0626, 1.8673, -0.8320)
H (-0.0156, -1.6980, -2.0865)
H (3.0767, 1.1025, 0.4990)
H (2.7335, 0.7192, -1.2142)
H (3.3645, -0.5314, -0.1339)
H (-1.1801, -1.4784, 2.0552)
H (-2.6319, -1.5420, 1.0728)
H (-1.4864, -2.8947, 1.0170)

Properties
2S+1	1
Kohn-Sham gap	8.9	eV
SMILES	CNN(N)[C@@]1(N)C=C1C


Which structure is the least stable? The one labeled *A*.